Entry 1:
# C3H9N2O3

A 2-piece molecular cluster, C3H9N2O3 overall (the ωB97M-V functional and the def2-TZVPD basis, the OMol25 dataset).

XYZ file:
```
17
Properties=species:S:1:pos:R:3:mulliken_charge:R:1
O 3.51936 0.47648 0.36993 -0.6734
C 2.40520 0.15571 -0.01178 0.2727
N 2.16644 -0.31239 -1.27428 -0.4282
C 1.15109 0.32602 0.83673 -0.1959
N -0.03383 -0.24739 0.24958 -0.2444
C -1.31876 0.21894 0.98553 -0.6760
O -2.34141 -0.56245 0.74166 -0.9076
H 1.16496 -0.35561 -1.47595 0.2972
H 2.81515 0.01582 -1.97225 0.2412
H 1.44106 0.00229 1.84786 0.3190
H 1.05396 1.41998 0.85494 0.2412
H -0.02028 -1.25323 0.40244 0.1577
H -1.01937 0.24568 2.06158 0.2919
H -1.40187 1.25743 0.61795 0.2711
H -3.83861 -0.80587 -1.69757 0.2732
H -2.70741 -0.32577 -0.78344 0.5105
O -3.03568 -0.25565 -1.75295 -0.7501
```

The net charge is -1. For the highest occupied orbital energy, the calculation gives -3.806 eV. Its orbital gap is 7.53 eV. The value obtained for the LUMO energy is 0.1370 Eh.

=====

Entry 2:
# C11H13OPS

C11H13OPS in the gas phase (the ωB97M-V functional and the def2-TZVPD basis, the OMol25 dataset).

XYZ file:
```
27
Properties=species:S:1:pos:R:3:mulliken_charge:R:1
C -1.01238 -2.70049 0.95325 1.6544
C -0.20454 -1.80290 0.95832 -0.8693
C 0.56992 0.07962 -3.30235 -0.7323
C 1.69096 -0.07890 -2.64937 -0.3513
C -0.62128 0.43835 -2.58914 -0.4642
C 1.79864 0.08274 -1.19533 -0.5437
C -0.59716 0.56679 -1.12116 -0.3401
C 0.69708 0.25145 -0.42943 0.1218
C -1.88532 -3.80167 0.83770 -1.5057
C 0.95960 2.74629 2.10389 -0.9993
C -0.20078 1.81365 2.61609 -0.2005
O -0.35780 0.59245 2.04894 -0.3002
P 0.82431 -0.36940 1.31352 -0.1529
S -0.85750 2.12619 -2.06217 -0.1692
H 0.49808 -0.11241 -4.32366 0.4798
H 2.58201 -0.52604 -3.13573 0.2982
H -1.52742 -0.07477 -2.91320 0.4525
H 2.68850 0.05236 -0.69298 0.5309
H -1.45268 0.26042 -0.56839 0.7070
H -2.81399 -3.61590 0.38903 0.3486
H -1.40064 -4.42154 0.14105 0.3365
H -2.10563 -4.34293 1.74976 0.3074
H 0.68079 2.99771 1.13975 0.2755
H 1.26411 3.62388 2.69524 0.3518
H 1.88106 2.06977 1.93705 0.2523
H -1.09715 2.38361 2.37546 0.2591
H -0.00080 1.76169 3.72385 0.2530
```

The net charge is 0. For the highest occupied orbital energy, the calculation gives -8.450 eV. Its orbital gap is 8.85 eV. The value obtained for the LUMO energy is 0.0147 Eh.

=====

Entry 3:
# C21H22F6N4O3

C21H22F6N4O3 in the gas phase (the ωB97M-V functional and the def2-TZVPD basis, the OMol25 dataset).

XYZ file:
```
56
Properties=species:S:1:pos:R:3:mulliken_charge:R:1
O -3.25994 -2.69708 1.89113 -0.6386
C -2.10930 -2.48347 1.60654 0.6550
N -1.08245 -3.05536 2.36921 0.0008
C 0.26256 -2.90612 2.23745 0.4647
O 1.06719 -3.43993 2.95922 -0.6631
N 0.65726 -2.05928 1.19681 0.2635
C -0.25858 -1.50124 0.34785 -0.2396
C -1.60388 -1.67974 0.51598 -0.9664
C -2.54195 -1.05085 -0.49777 1.6106
N -1.93283 -0.00587 -1.27820 -0.8007
C -0.67697 0.10120 -1.35931 0.3776
N 0.20237 -0.69930 -0.66034 0.6644
H 1.18997 -0.64169 -0.86620 0.4818
C -0.05914 1.14424 -2.22883 -1.5062
H 0.55944 0.62618 -2.96656 0.4147
H -0.85946 1.66374 -2.75313 0.3313
C 0.81283 2.14521 -1.45397 -0.7429
H 1.38049 1.62335 -0.68369 0.1649
H 1.53615 2.57359 -2.15144 0.4154
C 0.03046 3.30918 -0.83038 0.5521
C -1.06820 2.88242 0.14703 -1.1564
C -0.50232 2.27098 1.42498 0.5824
C 0.42536 3.26532 2.11678 -1.0927
C 1.54816 3.69862 1.17820 -0.4508
C 0.98369 4.27841 -0.11771 -1.3696
H 1.80314 4.55354 -0.78590 0.3989
H 0.43264 5.18998 0.12172 0.4457
H 2.19391 2.84540 0.95889 0.2452
H 2.16728 4.45271 1.66882 0.3765
H -0.15224 4.14288 2.41384 0.3698
H 0.84673 2.82171 3.02155 0.4189
H 0.04736 1.35418 1.19844 -0.5160
H -1.32383 1.99812 2.08978 0.4197
H -1.63975 3.77236 0.41928 0.6673
H -1.75818 2.19268 -0.33592 0.0116
H -0.44911 3.84920 -1.65509 0.4701
C -2.98814 -2.13210 -1.51593 0.5709
F -3.46410 -3.24031 -0.95482 -0.2647
F -3.89443 -1.69251 -2.38354 -0.2939
F -1.91333 -2.51625 -2.23724 -0.2758
C -3.79503 -0.41015 0.16165 0.6576
F -4.24199 0.61851 -0.56672 -0.2812
F -3.48677 0.09476 1.36361 -0.2686
F -4.82279 -1.23479 0.30978 -0.2739
C 2.09226 -1.81095 1.06559 -1.4293
C 2.68570 -2.46793 -0.13555 0.5476
C 3.09773 -3.74709 -0.35403 -0.3989
C 3.55568 -3.79381 -1.69468 -0.5609
C 3.38824 -2.54262 -2.19436 -0.5727
O 2.85892 -1.72654 -1.26283 -0.2888
H 3.59770 -2.11523 -3.15429 0.4817
H 3.95491 -4.64374 -2.20723 0.4464
H 3.07918 -4.54913 0.35413 0.5773
H 2.27894 -0.73280 1.04933 0.1410
H 2.53756 -2.23946 1.96831 0.5479
H -1.38911 -3.65314 3.12978 0.2784
```

The net charge is 0. For the highest occupied orbital energy, the calculation gives -9.090 eV. Its orbital gap is 9.44 eV. The value obtained for the LUMO energy is 0.0130 Eh.

=====

Entry 4:
# C4H47FN2O26S

A 22-piece molecular cluster, C4H47FN2O26S overall (the ωB97M-V functional and the def2-TZVPD basis, the OMol25 dataset).

XYZ file:
```
81
Properties=species:S:1:pos:R:3:mulliken_charge:R:1
C -0.30691 -5.44564 2.33261 -1.1464
C 0.10198 -5.74832 0.91912 0.8905
O 0.60941 -6.77909 0.58615 -0.5866
O -0.17242 -4.81363 -0.05231 -0.3353
C 0.02601 -3.47526 0.28057 -0.6107
N 1.41684 -3.09702 -0.12119 0.4383
N 2.36952 -4.00939 0.45957 -0.6673
C 2.94770 -4.68019 -0.41640 0.7862
O 3.48681 -5.37664 -1.14738 -0.3550
S 1.83604 -1.62782 0.60809 1.1303
O 2.93191 -1.05069 -0.09189 -0.6609
O 1.99060 -1.75348 2.01410 -0.6087
F 0.54944 -0.78474 0.37999 0.1301
H 0.57278 -5.05098 2.85050 0.3042
H -0.58293 -6.37785 2.81455 0.3850
H -1.07844 -4.68440 2.41829 0.3910
H -0.64326 -2.86662 -0.32270 0.0827
H -0.14646 -3.25644 1.33807 0.4906
O -1.77441 0.59235 1.89288 -0.7803
H -1.04115 0.67806 1.27362 0.2915
H -1.58858 1.24141 2.58666 0.3897
O -0.74575 2.46081 0.01925 -0.5182
H -1.62060 2.81675 -0.16450 0.1727
H -0.17321 3.08310 -0.44676 0.3300
O 2.82333 -8.88975 1.44686 -0.6820
H 2.28993 -8.09499 1.31378 0.3392
H 3.28729 -8.74609 2.27953 0.3321
O 3.96613 -11.24432 0.00958 -0.6367
H 3.88751 -11.94415 0.66321 0.3012
H 3.53915 -10.47866 0.41830 0.3622
O -0.96477 -1.85524 2.97454 -0.5595
H -1.36156 -1.09536 2.50625 0.3532
H -0.62244 -1.48254 3.79093 0.2631
O 5.23170 -3.36813 0.94708 -0.6034
H 4.75212 -2.57953 0.66876 0.2888
H 5.62610 -3.11735 1.78768 0.3056
O 1.84343 2.11055 1.27142 -0.6874
H 0.89864 2.32219 1.28991 0.3193
H 1.88203 1.19269 1.56134 0.3393
O -1.26547 4.47231 -1.72441 -0.4263
H -1.03369 5.40688 -1.73587 0.2145
H -1.73127 4.32157 -2.55748 0.2846
O -2.70324 2.27763 4.16117 -0.5839
H -2.57874 3.09988 4.64372 0.2930
H -3.61807 2.04677 4.35305 0.2843
O 2.20037 1.59656 -1.86335 -0.6434
H 1.83847 1.90419 -1.01902 0.3542
H 2.34324 0.65252 -1.71834 0.2654
O 3.14364 4.19561 -3.30245 -0.6435
H 3.07698 3.38783 -2.77819 0.3516
H 2.26472 4.59060 -3.28418 0.3370
O -5.17710 3.70322 4.44092 -0.6338
H -5.70761 4.41818 4.80566 0.2968
H -5.40372 3.71593 3.50347 0.3382
O -7.62088 4.12309 2.57888 -0.6336
H -8.12416 3.30949 2.68580 0.3225
H -7.73468 4.36076 1.65347 0.3152
O 1.53218 6.72248 -2.84230 -0.6041
H 2.21397 7.03136 -3.45313 0.3021
H 1.94519 6.80553 -1.97554 0.2856
O -0.67560 7.50478 -0.66447 -0.6017
H 0.11170 7.44013 -1.21532 0.2811
H -0.47772 8.20578 -0.03655 0.2972
O -0.38802 1.76465 -3.66109 -0.5090
H 0.53241 1.63443 -3.37551 0.3546
H -0.70314 0.88996 -3.89476 0.1891
O -3.78226 4.00878 -3.01035 -0.6095
H -4.05779 3.69495 -2.14327 0.2822
H -4.41980 4.69507 -3.23116 0.3035
O 0.08920 -1.11390 -2.21964 -0.5837
H -0.43773 -0.41777 -1.80683 0.2716
H -0.13262 -1.06817 -3.15322 0.2668
O 1.93766 -10.00540 4.19340 -0.6367
H 1.45790 -10.83872 4.18112 0.3106
H 1.67761 -9.56835 3.37342 0.3386
O 0.39476 8.42531 -4.89920 -0.6315
H 0.30288 7.70964 -4.25845 0.3245
H -0.48427 8.80718 -4.96840 0.3071
O -1.29552 4.51221 -5.16271 -0.5742
H -2.22777 4.68798 -5.31803 0.2831
H -1.26093 3.58936 -4.87799 0.2818
```

The net charge is 0. For the highest occupied orbital energy, the calculation gives -10.572 eV. Its orbital gap is 10.18 eV. The value obtained for the LUMO energy is -0.0143 Eh.

=====

- orbital gap of number 4 (C4H47FN2O26S)?
  10.18 eV